Density functional theory data (wB97M-V/def2-TZVPD) for a single C4H12BIN2 molecule in a non-equilibrium geometry.

Computed properties:
Electronic energy in eV: -16101.3592
E_HOMO in Ha: -0.3024
Frontier orbital gap in eV: 8.9

Each atom is followed by the atoms it is bonded to, with distances in Å.
Geometry (Å):
1 C 2.60438 -0.05559 -0.35375  N2 1.419, H9 1.078, H10 1.085, H11 1.092
2 N 1.20076 0.10655 -0.48891  C1 1.419, C3 1.461, B4 1.443
3 C 0.69106 -0.00827 -1.85371  N2 1.461, H12 1.101, H13 1.110, H14 1.075
4 B 0.35093 -0.12036 0.65508  N2 1.443, I5 2.273, N6 1.449
5 I 1.25365 -0.77770 2.63484  B4 2.273
6 N -1.08089 0.10068 0.65267  B4 1.449, C7 1.467, C8 1.450
7 C -1.99454 -0.87874 0.05311  N6 1.467, H15 1.100, H16 1.095, H17 1.074
8 C -1.60466 1.18421 1.46171  N6 1.450, H18 1.092, H19 1.102, H20 1.090
9 H 3.10753 0.68454 -0.95446  C1 1.078
10 H 2.92060 0.06332 0.67696  C1 1.085
11 H 2.85306 -1.07946 -0.64206  C1 1.092
12 H -0.27854 0.49040 -2.00486  C3 1.101
13 H 1.46212 0.40269 -2.53900  C3 1.110
14 H 0.57380 -1.05098 -2.08836  C3 1.075
15 H -2.71503 -1.21760 0.81185  C7 1.100
16 H -2.61016 -0.45207 -0.74630  C7 1.095
17 H -1.48389 -1.73360 -0.34821  C7 1.074
18 H -1.09668 1.18595 2.42791  C8 1.092
19 H -2.67203 1.00250 1.66592  C8 1.102
20 H -1.48149 2.15354 0.97959  C8 1.090